Formula: C14H22N2O5S
Source: the OMol25 dataset
Level of theory: wB97M-V/def2-TZVPD

```
44
C14H22N2O5S wB97M-V/def2-TZVPD
O -5.15 0.20 3.10
O 0.45 3.60 -0.87
O 2.10 2.01 -1.60
O -4.99 2.35 3.67
O -1.08 -0.66 0.26
C -1.31 2.70 1.77
C -2.58 2.56 2.44
C -2.80 0.28 1.60
C -1.57 0.45 0.97
C -0.77 1.61 1.07
C -3.34 1.37 2.29
N 0.59 1.59 0.58
N -4.56 1.28 3.05
C 1.81 1.88 1.37
C 3.39 -0.93 -2.81
C -0.68 -1.89 0.97
C 2.84 -2.19 -2.05
C -0.60 -2.99 -0.11
C 1.41 -2.01 -1.44
C 0.91 -3.13 -0.71
C -0.53 1.49 -2.06
S 0.73 2.17 -1.00
H -0.74 3.55 1.70
H -2.92 3.40 2.94
H -3.31 -0.67 1.43
H 1.90 2.98 1.65
H 2.73 1.84 0.78
H 1.96 1.13 2.20
H 2.69 -0.46 -3.49
H 3.65 -0.19 -2.07
H 4.41 -1.12 -3.12
H 0.31 -1.72 1.48
H -1.48 -2.10 1.73
H 3.55 -2.50 -1.28
H 2.83 -3.00 -2.76
H -1.26 -2.73 -0.85
H -0.86 -4.01 0.29
H 1.47 -1.16 -0.69
H 0.73 -1.79 -2.27
H 0.87 -3.93 -1.48
H 1.56 -3.48 0.11
H -0.45 2.05 -2.97
H -1.47 1.67 -1.51
H -0.44 0.46 -2.28
```

Energy above the lowest of the compared OMol25 structures with the same formula, charge and spin (kJ/mol): 727.26
M (u): 330.41
HOMO energy (eV): -9.71
Net charge: 0
Calculated total energy (eV): -38921.904

Formula: C35H23Cl2N7O2S3W
Source: the OMol25 dataset
Level of theory: wB97M-V/def2-TZVPD

```
73
C35H23Cl2N7O2S3W wB97M-V/def2-TZVPD
W 1.02 -0.54 0.39
S 0.75 -1.29 2.64
C 1.23 -2.93 2.27
N 1.04 -3.82 3.27
N 1.24 -5.11 3.07
C 1.20 -5.91 1.89
C 0.22 -5.73 0.92
C 0.20 -6.57 -0.18
C 1.13 -7.59 -0.31
C 2.09 -7.78 0.68
C 2.12 -6.94 1.78
N 1.86 -3.25 1.16
N 2.03 -2.27 0.25
C 3.00 -2.70 -0.74
C 3.57 -3.97 -0.66
C 4.50 -4.37 -1.60
C 4.88 -3.52 -2.64
C 4.31 -2.26 -2.71
C 3.38 -1.85 -1.78
H 1.33 -5.61 3.94
H -0.51 -4.94 1.03
H -0.55 -6.43 -0.94
H 1.11 -8.25 -1.17
H 2.81 -8.58 0.60
H 2.88 -7.07 2.55
H 3.29 -4.64 0.13
H 4.94 -5.36 -1.53
H 5.61 -3.84 -3.37
H 4.59 -1.58 -3.51
H 2.94 -0.86 -1.87
S 0.70 0.43 -1.82
C 1.31 2.02 -1.40
C 0.84 3.13 -2.10
C 1.28 4.40 -1.79
C 0.75 5.52 -2.52
N 0.30 6.39 -3.12
C 2.24 4.58 -0.78
C 2.72 3.48 -0.09
C 2.26 2.20 -0.38
S 2.89 0.84 0.54
C 2.70 5.90 -0.43
N 3.08 6.95 -0.15
H 0.09 3.00 -2.87
H 3.44 3.63 0.71
Cl -1.86 4.79 0.48
C -2.79 4.29 -0.91
C -2.29 4.65 -2.15
C -2.98 4.35 -3.31
C -4.18 3.67 -3.22
C -4.67 3.31 -1.98
Cl -6.19 2.46 -1.90
C -4.00 3.60 -0.77
N -4.58 3.23 0.42
C -3.96 2.98 1.68
C -4.36 3.74 2.77
C -3.79 3.54 4.01
C -2.81 2.57 4.16
C -2.41 1.80 3.08
C -3.00 1.98 1.83
C -2.67 1.09 0.66
C -1.33 0.44 0.68
O -1.16 -0.75 0.26
O -0.28 1.07 1.02
H -1.37 5.21 -2.19
H -2.59 4.64 -4.27
H -4.76 3.42 -4.10
H -5.54 2.94 0.35
H -5.10 4.52 2.62
H -4.10 4.14 4.86
H -2.34 2.41 5.13
H -1.65 1.05 3.22
H -2.66 1.65 -0.28
H -3.42 0.31 0.53
```

Energy above the lowest of the compared OMol25 structures with the same formula, charge and spin (kJ/mol): 0.00
<S²>: 2.15
M (u): 924.56
HOMO energy (spin up / spin down) (eV): -7.80 / -8.27
Multiplicity: 3
Net charge: 0
Calculated total energy (eV): -110570.723

Formula: C29H44GeN2O9Sc
Source: the OMol25 dataset
Level of theory: wB97M-V/def2-TZVPD

```
86
C29H44GeN2O9Sc wB97M-V/def2-TZVPD
Sc -0.51 0.24 -0.38
O 3.70 2.91 2.98
C 2.51 2.95 3.61
C 2.53 3.28 4.96
C 1.35 3.37 5.68
C 0.12 3.13 5.06
C 0.11 2.78 3.72
C 1.28 2.67 2.98
C 1.19 2.27 1.56
O 0.20 1.60 1.14
N 2.21 2.68 0.80
N 2.09 2.47 -0.48
C 2.76 2.81 -1.51
C 2.15 2.59 -2.79
C 2.74 2.90 -4.02
C 2.02 2.76 -5.18
C 0.69 2.32 -5.11
C 0.08 2.00 -3.92
C 0.82 2.11 -2.73
O 0.32 1.82 -1.55
H 3.53 2.82 2.02
H 3.49 3.47 5.43
H 1.38 3.64 6.73
H -0.80 3.22 5.61
H -0.83 2.58 3.22
H 3.73 3.29 -1.39
H 3.76 3.27 -4.04
H 2.46 2.99 -6.14
H 0.11 2.23 -6.03
H -0.94 1.66 -3.86
C -2.77 -2.45 -2.67
C -2.55 -2.91 -1.24
C -3.69 -2.42 -0.36
C -2.42 -4.42 -1.18
O -1.29 -2.32 -0.81
Ge -0.64 -2.50 0.96
O -1.52 -0.85 1.29
C -2.07 -0.51 2.58
C -2.78 0.83 2.42
C -0.95 -0.47 3.61
C -3.09 -1.56 3.01
O 0.80 -1.36 0.31
C 2.18 -1.62 0.60
C 2.47 -3.11 0.54
C 3.00 -0.89 -0.46
C 2.51 -1.07 1.99
H -3.73 -2.82 -3.04
H -2.78 -1.36 -2.73
H -1.99 -2.84 -3.33
H -4.64 -2.77 -0.75
H -3.58 -2.81 0.66
H -3.70 -1.33 -0.32
H -3.31 -4.90 -1.59
H -1.55 -4.74 -1.77
H -2.28 -4.77 -0.15
H -2.09 1.58 2.03
H -3.61 0.73 1.71
H -3.17 1.17 3.37
H -0.13 0.15 3.25
H -1.30 -0.07 4.56
H -0.56 -1.48 3.79
H -3.97 -1.57 2.36
H -2.65 -2.56 3.02
H -3.43 -1.34 4.03
H 2.15 -3.52 -0.42
H 3.55 -3.28 0.64
H 1.97 -3.65 1.34
H 2.87 -1.35 -1.43
H 2.70 0.15 -0.52
H 4.07 -0.92 -0.20
H 1.85 -1.50 2.74
H 3.54 -1.30 2.26
H 2.39 0.02 2.01
C 0.30 -1.34 -4.71
C 0.97 -1.08 -3.38
O 0.02 -0.80 -2.34
H 1.06 -1.45 -5.48
H -0.36 -0.52 -4.98
H -0.29 -2.26 -4.68
H 1.62 -0.20 -3.44
H 1.58 -1.93 -3.08
H -0.39 -1.64 -2.01
O -4.35 1.64 -1.30
C -3.17 1.81 -1.10
O -2.29 0.86 -0.94
H -2.73 2.83 -1.03
```

Energy above the lowest of the compared OMol25 structures with the same formula, charge and spin (kJ/mol): 83.28
<S²>: 0.76
M (u): 682.24
HOMO energy (spin up / spin down) (eV): -8.42 / -8.30
Multiplicity: 2
Net charge: 0
Calculated total energy (eV): -129417.171

Formula: C9H21HoINO5P2
Source: the OMol25 dataset
Level of theory: wB97M-V/def2-TZVPD

```
40
C9H21HoINO5P2 wB97M-V/def2-TZVPD
C 0.46 -0.75 -2.32
C 0.95 -1.56 -1.18
H 0.86 -1.22 -3.23
H 0.90 0.28 -2.34
H -0.65 -0.75 -2.45
O 1.75 -2.49 -1.31
I -1.12 2.98 -1.98
Ho -0.40 0.78 -0.50
P -2.22 -1.55 -0.06
C -2.33 -2.42 1.53
C -3.79 -0.60 0.08
H -4.63 -1.28 -0.11
H -3.83 -3.09 -1.03
H -3.80 0.20 -0.67
H -2.77 -2.37 -2.26
H -2.54 -1.68 2.32
H -3.88 -0.16 1.08
C -2.80 -2.81 -1.26
H -3.15 -3.16 1.51
H -2.16 -3.69 -1.24
H -1.39 -2.92 1.77
P 2.45 1.40 -0.02
C 3.19 0.98 1.61
C 3.90 1.66 -1.11
H 1.21 3.47 -0.30
H 2.91 3.77 0.16
H 1.71 3.24 1.40
C 2.03 3.15 0.36
H 3.51 1.88 -2.12
H 4.49 2.51 -0.76
H 4.15 1.49 1.73
H 3.33 -0.11 1.68
H 4.51 0.76 -1.16
H 2.49 1.29 2.40
C 0.48 -1.37 0.32
O 0.80 -1.84 1.37
O -1.47 1.76 3.23
N -1.18 1.53 2.09
O 0.06 1.45 1.66
O -2.04 1.27 1.14
```

Energy above the lowest of the compared OMol25 structures with the same formula, charge and spin (kJ/mol): 0.00
<S²>: 6.01
M (u): 577.05
HOMO energy (spin up / spin down) (eV): -15.94 / -15.96
Multiplicity: 5
Net charge: +2
Calculated total energy (eV): -73856.981

Formula: H2N3O3P
Source: the OMol25 dataset
Level of theory: wB97M-V/def2-TZVPD

```
9
H2N3O3P wB97M-V/def2-TZVPD
N 1.66 0.34 1.30
N 1.13 -0.70 1.33
N 1.61 1.55 0.93
O -2.77 0.00 -0.36
O -0.58 -0.27 -1.77
O -1.98 -2.33 -0.92
P -1.58 -0.94 -0.44
H 0.02 0.30 -1.28
H 2.48 2.03 1.21
```

Energy above the lowest of the compared OMol25 structures with the same formula, charge and spin (kJ/mol): 252.15
M (u): 123.01
HOMO energy (spin up / spin down) (eV): 2.30 / 1.00
Net charge: -2
Calculated total energy (eV): -19931.520

Formula: CH4B2O7
Source: the OMol25 dataset
Level of theory: wB97M-V/def2-TZVPD

```
14
CH4B2O7 wB97M-V/def2-TZVPD
B -0.73 -1.13 -0.17
B 0.41 0.99 -0.12
C -2.46 0.98 -0.02
O -2.38 2.12 -0.17
O -0.88 -1.64 -1.39
O -0.62 -1.94 0.95
O 0.34 2.35 -0.34
O 1.63 0.40 0.08
O -3.00 -0.01 0.19
O -0.68 0.24 0.00
H -0.87 -2.52 -1.63
H -0.17 -1.72 1.75
H -0.47 2.71 -0.58
H 2.50 0.69 -0.13
```

Energy above the lowest of the compared OMol25 structures with the same formula, charge and spin (kJ/mol): 98.13
M (u): 149.66
HOMO energy (eV): -11.91
Net charge: 0
Calculated total energy (eV): -16794.978

Q: M of number 6 (CH4B2O7)?
A: 149.66 u

Q: Which of these has the highest net charge?
A: C9H21HoINO5P2